DFT (ωB97M-V with the def2-TZVPD basis set) results for the ion C32H26N2O3P with charge -1.

Cartesian coordinates (Å):
H: 0.60223 5.77514 3.05204
H: 1.47028 1.82260 1.11069
C: 1.68549 -3.73458 0.56074
C: 2.82182 -4.02992 -0.21887
C: -2.11644 -6.18930 0.40356
H: -0.57437 -5.57897 -0.95683
O: 0.45268 -3.17084 -1.77476
C: 1.67474 -4.24586 1.87431
H: -1.35207 -1.31863 0.43214
C: 3.85598 -5.26270 1.58332
C: 0.32494 5.98485 0.97181
H: 0.87590 0.37737 -1.13811
C: -0.15670 7.18078 0.47050
C: 0.68642 2.39132 0.60916
C: -2.91640 1.26913 -3.40705
H: -3.18711 0.20851 -5.27860
C: 3.89827 -4.76765 0.27480
H: -3.56553 -6.51104 1.96215
H: 0.09147 8.07989 1.02087
H: -3.66553 2.01785 -3.62487
H: 4.75154 -4.98743 -0.36872
C: -1.62270 -0.65145 -4.08993
H: -0.09951 -1.28216 -2.68791
H: -2.20945 -7.18746 -0.01886
H: 1.60817 3.65573 2.86957
O: 3.63932 3.07074 1.64939
H: -0.81927 3.83999 -1.43551
O: 3.17031 4.94112 0.33827
H: 2.83745 -3.71515 -1.25973
N: 0.71099 3.72751 0.93960
H: 2.70966 -5.37245 3.41837
H: -1.28711 8.12419 -1.09270
H: 0.79894 -4.10533 2.50499
C: 2.74878 -4.98680 2.39194
H: 2.02261 6.41429 2.21681
C: -0.88239 7.18105 -0.72373
C: -2.88928 -5.80788 1.49598
C: -1.21241 -5.27575 -0.13315
C: -2.63604 0.28153 -4.34026
C: -0.88022 -0.55981 -2.91063
H: -2.42051 2.15801 -1.53737
C: 0.48413 -0.84643 1.23212
H: -1.26942 2.27951 0.00863
C: 1.19186 5.71355 2.13332
H: -3.45981 -4.17613 2.83862
C: -0.31981 1.74010 -0.03504
H: -1.35398 -1.43287 -4.81128
C: -0.20576 0.38993 -0.74657
C: 0.07269 4.77824 0.29701
C: -0.67370 4.76106 -0.87853
C: -0.29385 -1.14500 0.06559
C: -2.16793 1.34998 -2.22206
C: 3.02997 4.10190 1.24737
H: 4.69093 -5.83887 1.97835
N: 1.21290 -0.49980 2.08238
P: 0.22843 -2.92847 -0.30878
C: -1.93721 -3.59701 1.44869
H: -1.73299 6.00552 -2.29722
C: -1.11452 0.44344 -1.99021
C: -1.09845 -3.99116 0.39468
H: -1.85718 -2.58566 1.83686
C: -2.83561 -4.50292 2.00294
C: 1.62165 4.24399 1.94603
C: -1.15728 5.97666 -1.37629

Force components x, y, z for each atom (eV/Å):
-0.050 0.196 0.152
0.480 0.308 -0.668
0.604 0.037 0.467
-0.275 0.239 -0.269
0.078 0.383 0.229
-0.028 0.143 -0.002
-0.239 0.151 0.868
-0.069 0.085 -0.056
0.928 0.485 -0.674
-0.149 0.408 -0.071
-0.430 -0.032 -1.101
-1.584 -0.260 0.550
0.332 -0.650 0.160
-0.126 -0.068 0.933
0.648 -0.160 0.286
0.039 0.152 0.253
-0.382 -0.168 0.411
-0.062 -0.095 -0.071
-0.143 0.210 -0.195
-0.120 -0.027 0.119
-0.266 0.116 0.172
0.238 0.148 0.179
-0.131 0.024 -0.241
0.070 0.186 0.120
-0.217 0.075 -0.225
0.307 1.161 -0.850
-0.033 0.198 0.134
1.032 -0.374 0.117
-0.044 0.093 0.189
-1.197 -1.258 -0.342
-0.047 0.220 -0.487
0.127 -0.271 -0.077
0.146 0.122 -0.077
-0.147 0.055 -0.403
0.119 -0.228 -0.116
-0.459 -0.011 0.125
-0.282 0.419 0.179
0.054 -0.221 -0.051
0.264 -0.593 -0.291
-0.215 -0.214 -0.861
0.219 -0.309 -0.094
2.066 1.259 2.726
0.223 -0.434 -0.598
-0.029 -0.402 0.968
0.145 -0.294 -0.288
-0.235 -0.446 0.813
-0.323 0.346 0.247
1.525 0.660 -1.344
-0.478 0.310 -0.275
-0.042 0.099 -0.150
-1.213 0.761 1.196
0.063 -0.091 -0.305
-0.908 -0.807 0.851
-0.177 0.087 -0.084
-1.664 -1.056 -1.608
0.497 -1.092 -1.867
0.305 -0.200 -0.316
0.083 -0.130 0.082
-0.410 -0.476 0.786
-0.341 0.590 0.209
-0.117 -0.185 0.130
0.274 -0.105 -0.098
1.451 0.530 0.255
0.312 0.405 0.249

Output
Net charge   -1
SMILES string   N#C[C@@H]([C@H](/C=C/N1c2ccccc2C[C@@H]1C(=O)[O-])c1ccccc1)P(=O)(c1ccccc1)c1ccccc1
Energy relative to the best compared isomer or geometry (same formula, charge and spin)   2.9 kcal/mol

=====

DFT (ωB97M-V with the def2-TZVPD basis set) results for a structure of composition C5H9N3.

Cartesian coordinates (Å):
N: 0.26944 -0.66027 0.28548
C: 3.57559 0.37762 0.11477
H: 4.27665 0.58750 1.13073
C: 1.58097 -0.53833 -0.20673
C: -0.60175 -0.25046 -0.59261
H: -3.49930 -1.07967 0.87915
H: -2.05652 -0.21868 1.71533
H: 2.19918 -1.51101 -0.66656
C: -2.56965 -0.31037 0.75070
H: -4.00666 0.92954 -0.39781
N: -1.95392 -0.18907 -0.58977
H: 3.92898 1.27078 -0.70896
H: 4.01744 -0.74687 -0.50602
H: -2.21730 1.94418 0.05748
H: -0.19190 0.16413 -1.69754
N: 2.08587 0.52555 0.34950
C: -2.86187 0.87598 -0.08651

Force components x, y, z for each atom (eV/Å):
-3.320 -0.705 -2.888
3.555 1.600 -1.552
-2.198 -0.768 -2.785
0.653 -0.015 2.935
3.236 1.690 -3.092
2.446 1.777 -0.662
0.521 -0.020 -0.868
-1.864 2.759 1.018
-2.748 -1.309 0.907
2.967 0.086 -0.250
-1.990 -1.597 2.312
-0.854 -2.375 2.412
-1.527 3.353 2.209
-2.310 -3.011 -0.051
-0.936 -0.984 2.828
3.808 -3.352 -2.526
0.561 2.870 0.054

Output
Energy relative to the best compared isomer or geometry (same formula, charge and spin)   154.7 kcal/mol

=====

DFT (ωB97M-V with the def2-TZVPD basis set) results for a structure of composition C22H15Br2IN5O8Tl.

Cartesian coordinates (Å):
H: -2.36308 -1.30021 -2.81810
O: 7.19548 2.00544 -5.19101
N: -1.63717 -4.24635 4.71971
C: -3.75782 -5.69747 5.77083
I: -2.65409 -1.55858 5.14104
N: 1.77773 3.36441 -0.46899
C: -2.95322 -1.66854 0.98562
H: -4.68323 -3.75675 6.09449
H: 1.31401 5.55723 -2.97372
O: -2.27008 -1.35207 3.24619
N: -4.74191 -2.36451 -2.22376
C: 6.41421 2.04655 -4.11053
C: 4.34978 1.50174 -3.09953
C: 5.89137 2.61191 -1.85807
H: -0.95145 4.99831 0.64153
C: 5.15299 1.45899 -4.21404
O: 0.36649 0.21207 -0.54034
H: -4.58368 -6.26402 6.17938
H: -0.99609 -0.75957 1.21234
C: -1.58229 -0.98812 -0.82892
C: 6.78754 2.63822 -2.90214
N: -0.33060 -0.39518 -1.33720
C: 0.05455 5.41273 -1.21855
O: -0.07934 -0.53686 -2.50861
O: -4.48789 -2.22519 -3.39661
O: -4.20774 -2.43004 2.87486
C: -3.82148 -4.30724 5.74612
C: -1.76281 -1.10617 0.53500
C: 1.94862 4.02940 -1.61933
H: -0.71992 -6.04399 4.30322
C: -2.52592 -1.39525 -1.75407
Br: 0.55279 2.79414 1.92854
Tl: 3.14163 1.20010 0.13133
H: 7.75541 3.10602 -2.78044
H: -0.59692 6.81090 -2.35178
C: -3.25827 -1.86802 2.42189
C: -1.60354 -5.58229 4.72232
C: 0.75548 3.73327 0.28712
H: 4.83643 0.99524 -5.13614
O: -0.81212 6.38430 -1.51309
C: -3.93425 -2.08368 0.08781
H: 8.04503 2.43599 -5.03415
H: 2.79135 3.71984 -2.22429
Br: 2.61041 0.74322 -3.16784
C: -2.64245 -6.33743 5.25283
N: 4.67528 2.05504 -1.93865
C: 1.12603 5.05136 -2.03610
C: -3.69799 -1.93113 -1.26156
H: 6.15034 3.05762 -0.90523
O: -5.75707 -2.81968 -1.75104
C: -0.13824 4.73196 -0.01635
C: -2.70504 -3.70495 5.21008
H: -2.57389 -7.41607 5.25675
H: -4.86334 -2.51665 0.43119

Force components x, y, z for each atom (eV/Å):
0.003 0.006 0.002
0.002 0.006 -0.005
0.028 -0.009 0.008
-0.009 0.016 0.006
0.007 -0.049 -0.002
0.008 -0.027 -0.020
-0.028 0.011 -0.026
0.001 -0.009 0.002
0.001 0.000 -0.004
-0.033 0.034 -0.021
0.008 -0.001 0.009
-0.023 -0.010 0.012
0.003 0.051 -0.042
0.026 0.004 -0.002
0.002 0.001 0.002
0.023 0.016 -0.007
-0.093 -0.122 0.119
0.005 -0.007 -0.001
-0.006 -0.013 -0.002
-0.016 -0.009 -0.049
-0.001 0.004 -0.014
0.070 0.103 0.016
0.015 -0.006 0.002
-0.082 -0.024 -0.020
-0.007 0.002 -0.001
-0.053 0.103 -0.009
-0.014 0.015 -0.018
-0.044 0.085 0.031
-0.012 0.053 -0.030
0.002 0.003 0.000
0.014 -0.024 -0.001
-0.014 0.009 0.000
0.025 0.000 -0.068
0.002 -0.001 0.001
0.002 0.003 0.001
0.088 -0.140 0.022
0.011 0.002 -0.002
0.015 -0.006 -0.018
-0.003 -0.001 -0.001
-0.011 0.003 -0.004
0.023 -0.002 -0.031
0.004 -0.004 0.001
-0.027 0.016 0.024
0.094 -0.027 0.021
-0.015 -0.005 0.008
0.018 -0.048 0.031
-0.022 -0.007 0.034
0.001 -0.016 0.038
0.006 0.002 -0.001
0.004 -0.003 -0.010
-0.003 0.013 -0.006
0.008 0.005 0.026
0.001 -0.001 -0.002
-0.002 0.003 0.000

Output
Net charge   +2
Energy relative to the best compared isomer or geometry (same formula, charge and spin)   5.9 kcal/mol

=====

DFT (ωB97M-V with the def2-TZVPD basis set) results for a structure of composition C6H12BCl3N2O6S.

Cartesian coordinates (Å):
H: -1.40177 1.16093 0.96573
H: -1.06064 -0.34426 1.77792
O: 0.86630 1.17270 0.35522
C: 0.09457 -0.03607 0.03390
O: 2.40375 -0.54634 0.58152
Cl: -0.22657 4.33233 0.52317
B: 1.02554 -2.56665 -0.17734
C: -2.31072 -1.01085 -1.27190
H: -0.91855 -3.23841 0.01616
C: -1.22470 0.09735 0.79202
O: 1.97204 -2.79645 -1.13288
H: 2.05201 3.80550 0.73252
C: 1.06182 -1.14094 0.56260
H: 0.84493 -1.31864 1.61968
O: 2.33377 0.60342 -1.56450
Cl: 1.89799 5.95295 1.65368
C: -2.46679 -0.59868 0.17572
H: 1.70070 -3.48988 -1.74660
H: -2.75262 -1.46780 0.77040
N: 0.03337 -3.52086 0.23946
C: 1.33217 4.30945 1.36362
H: -1.51564 0.24733 -2.66892
H: -3.31838 0.09061 0.21796
N: -2.40064 0.00035 -2.24093
H: -2.82425 0.84148 -1.86579
O: 3.19346 1.83002 0.37846
Cl: 1.22360 3.41010 2.87781
S: 2.32489 0.84168 -0.15786
O: -2.13760 -2.16170 -1.59076
H: 0.18007 -4.43880 -0.16648
H: 0.01785 -0.01986 -1.05360

Force components x, y, z for each atom (eV/Å):
0.003 -0.076 -0.237
-0.096 0.180 -0.006
-0.408 -0.061 -0.594
0.506 0.494 0.731
0.090 0.042 -0.177
0.000 0.008 0.024
0.005 0.117 -0.051
-0.160 -0.080 -0.128
-0.066 -0.021 0.386
0.073 -0.348 0.074
-0.164 0.035 0.017
-0.001 -0.024 0.002
-0.216 -0.450 0.185
-0.050 0.209 -0.053
-0.231 0.131 0.161
0.008 0.011 -0.013
-0.473 0.255 0.074
0.257 -0.077 0.177
0.129 -0.035 -0.206
0.148 0.090 -0.724
0.000 -0.014 0.061
-0.163 -0.387 -0.426
0.099 -0.027 0.115
-0.054 0.539 0.580
0.214 0.044 -0.013
0.034 -0.433 0.288
-0.050 0.033 -0.027
0.397 0.327 -0.369
0.508 -0.161 0.049
-0.147 0.009 0.032
-0.193 -0.330 0.068

Output
E_tot   -70762.604 eV